[1]
# C40H96BN4O22

A 15-piece molecular cluster, C40H96BN4O22 overall at a distorted geometry (ωB97M-V with the def2-TZVPD basis set, OMol25).

Computed properties:
Net charge: -1
Highest occupied orbital energy, eV: -5.91

Element x y z (Å)
O  7.617  16.407  -2.578
C  7.967  15.209  -2.207
O  7.400  14.487  -1.313
B  7.998  13.153  -1.254
O  9.217  13.328  -2.057
C  9.168  14.473  -2.704
O  9.998  14.913  -3.460
O  7.077  12.159  -1.804
C  6.931  11.136  -0.932
O  6.428  10.014  -1.101
C  7.746  11.519  0.318
O  8.317  12.637  0.094
O  7.980  10.755  1.248
C  9.602  17.048  1.571
C  8.742  16.269  2.679
C  9.694  15.453  3.584
C  9.104  15.007  5.002
C  8.780  16.265  5.639
C  7.743  17.158  4.917
N  8.199  17.367  3.539
O  7.342  18.244  2.874
C  6.358  16.464  4.955
C  7.891  18.525  5.703
C  7.684  15.375  1.998
H  10.121  17.933  1.941
H  8.899  17.427  0.830
H  10.384  16.447  1.108
H  9.906  14.519  3.064
H  10.616  16.012  3.748
H  9.760  14.402  5.627
H  8.161  14.486  4.836
H  9.682  16.833  5.868
H  8.534  16.216  6.699
H  6.356  15.595  4.297
H  5.942  16.244  5.938
H  5.648  17.099  4.423
H  8.162  18.417  6.753
H  8.746  19.116  5.374
H  6.982  19.126  5.679
H  7.374  14.493  2.559
H  8.199  15.121  1.071
H  6.738  15.902  1.874
H  7.785  19.096  2.867
C  2.756  18.050  -5.642
C  3.386  19.168  -6.575
C  2.829  20.596  -6.275
C  3.282  21.113  -4.903
C  4.800  21.056  -4.767
C  5.447  19.686  -5.155
N  4.888  19.087  -6.410
O  5.533  17.959  -6.811
C  6.951  20.121  -5.413
C  5.390  18.867  -3.865
C  2.997  18.947  -8.007
H  3.026  18.279  -4.611
H  3.201  17.072  -5.827
H  1.703  17.949  -5.903
H  3.108  21.342  -7.018
H  1.744  20.594  -6.173
H  2.812  20.523  -4.115
H  3.161  22.186  -4.757
H  4.991  21.186  -3.701
H  5.180  21.895  -5.350
H  7.030  20.831  -6.236
H  7.421  20.475  -4.496
H  7.531  19.238  -5.684
H  5.652  17.823  -4.032
H  6.215  19.115  -3.198
H  4.444  18.889  -3.324
H  3.571  19.667  -8.589
H  1.978  19.221  -8.282
H  3.262  17.973  -8.419
H  5.818  18.244  -7.682
C  7.960  11.451  4.881
C  8.887  10.372  5.547
C  8.359  9.944  6.947
C  7.162  8.992  6.908
C  7.458  7.820  5.921
C  7.925  8.160  4.526
N  8.969  9.250  4.624
O  9.545  9.566  3.388
C  8.577  6.826  3.972
C  6.652  8.539  3.728
C  10.319  10.961  5.704
H  7.854  12.330  5.516
H  6.947  11.069  4.759
H  8.214  11.601  3.832
H  9.199  9.513  7.492
H  7.905  10.864  7.314
H  6.345  9.520  6.416
H  6.788  8.554  7.833
H  6.558  7.216  5.808
H  7.947  7.005  6.454
H  7.871  6.007  4.112
H  8.772  6.965  2.909
H  9.376  6.614  4.682
H  6.754  9.050  2.770
H  6.117  7.603  3.569
H  6.063  9.229  4.333
H  10.676  11.389  4.767
H  10.987  10.193  6.095
H  10.445  11.819  6.364
H  8.862  10.086  2.959
C  14.881  12.157  3.564
C  14.180  13.330  2.784
C  15.226  14.330  2.169
C  14.729  15.243  1.073
C  14.151  14.370  -0.018
C  13.089  13.354  0.449
N  13.421  12.599  1.717
O  12.337  11.873  2.159
C  11.722  14.159  0.572
C  12.903  12.401  -0.673
C  13.259  14.053  3.767
H  14.158  11.361  3.741
H  15.329  12.620  4.444
H  15.585  11.627  2.922
H  15.398  14.893  3.086
H  16.165  13.882  1.843
H  15.532  15.841  0.643
H  14.085  16.015  1.492
H  14.873  13.746  -0.545
H  13.766  15.051  -0.777
H  10.886  13.494  0.787
H  11.922  14.882  1.363
H  11.465  14.725  -0.323
H  12.204  11.647  -0.311
H  12.595  12.863  -1.611
H  13.849  11.944  -0.965
H  13.862  14.341  4.628
H  12.473  13.400  4.145
H  12.789  14.955  3.376
H  12.624  10.968  2.019
O  7.337  9.422  -4.068
H  6.925  10.149  -4.536
H  7.023  9.509  -3.167
O  4.190  14.734  -2.287
H  4.406  14.119  -2.987
H  5.028  14.925  -1.867
O  10.756  9.658  0.562
H  11.065  10.043  -0.258
H  10.387  10.394  1.049
O  6.633  12.438  -4.509
H  5.694  12.259  -4.450
H  6.916  12.535  -3.600
O  5.227  7.979  1.115
H  5.799  8.743  1.046
H  5.205  7.614  0.231
O  9.707  15.155  -6.496
H  9.201  15.894  -6.158
H  10.618  15.444  -6.443
O  8.317  16.866  -5.324
H  8.278  16.737  -4.376
H  7.462  17.232  -5.551
O  11.708  12.393  -3.965
H  11.350  13.264  -3.791
H  11.844  12.375  -4.912
O  4.912  6.757  -1.443
H  5.355  7.576  -1.666
H  4.439  6.515  -2.239
O  3.118  10.776  -1.210
H  3.702  10.137  -1.619
H  2.785  10.331  -0.430

---

[2]
# C40H98O26P6S

A 7-piece molecular cluster, C40H98O26P6S overall at a distorted geometry (ωB97M-V with the def2-TZVPD basis set, OMol25).

Computed properties:
SMILES string: CCOP(=O)(OCC)OCC.CCOP(=O)(OCC)OCC.CCOP(=O)(OCC)OCC.CCOP(=O)(OCC)OCC.CCOP(=O)(OCC)OCC.CCOP(=O)(OCC)OCC.O=S1(=O)CCCC1
Highest occupied orbital energy, eV: -10.19
Energy relative to the best compared isomer or geometry (same formula, charge and spin), kcal/mol: 0.00

Element x y z (Å)
C  1.132  2.062  0.085
C  1.200  0.868  1.038
C  -0.270  0.544  1.452
S  -1.247  0.762  -0.084
O  -2.590  1.258  0.113
O  -1.202  -0.497  -0.815
C  -0.108  2.034  -0.819
H  1.993  2.171  -0.572
H  1.102  2.921  0.758
H  1.832  1.012  1.912
H  1.659  0.003  0.563
H  -0.803  1.227  2.114
H  -0.352  -0.474  1.825
H  -0.652  2.951  -1.025
H  0.173  1.619  -1.787
C  5.267  -4.325  6.805
C  4.935  -4.682  5.391
O  6.031  -4.354  4.544
P  5.902  -4.189  2.947
O  7.121  -3.832  2.238
O  4.675  -3.200  2.820
C  4.940  -1.793  2.974
C  4.648  -1.033  1.716
O  5.186  -5.539  2.487
C  5.900  -6.754  2.305
C  6.821  -7.143  3.452
H  4.592  -4.678  7.579
H  6.219  -4.839  6.993
H  5.475  -3.257  6.896
H  4.576  -5.715  5.458
H  4.117  -4.064  5.012
H  4.271  -1.356  3.725
H  5.894  -1.594  3.467
H  5.091  -1.374  0.777
H  3.599  -1.157  1.426
H  4.822  0.028  1.899
H  5.183  -7.564  2.142
H  6.340  -6.648  1.306
H  6.261  -7.246  4.380
H  7.420  -8.014  3.181
H  7.614  -6.429  3.692
C  8.958  -0.701  -0.359
C  8.100  0.436  -0.954
O  6.783  0.421  -0.469
P  5.604  1.394  -0.922
O  4.381  1.016  -0.189
O  5.480  1.102  -2.490
C  4.167  1.186  -3.060
C  3.450  -0.164  -2.954
O  6.140  2.893  -0.877
C  6.510  3.628  0.284
C  5.391  3.629  1.338
H  8.648  -0.928  0.662
H  8.685  -1.599  -0.919
H  10.021  -0.511  -0.461
H  8.694  1.336  -0.765
H  8.096  0.274  -2.035
H  3.585  1.945  -2.540
H  4.134  1.438  -4.118
H  3.990  -0.813  -2.250
H  2.524  -0.225  -2.372
H  3.366  -0.788  -3.843
H  7.440  3.302  0.741
H  6.504  4.693  0.054
H  5.315  2.629  1.774
H  5.519  4.390  2.106
H  4.407  3.815  0.904
C  2.291  -2.574  -0.185
C  1.007  -3.099  -0.799
O  0.935  -4.511  -0.613
P  -0.451  -5.266  -0.463
O  -1.315  -4.766  0.600
O  -1.017  -5.287  -1.960
C  -2.034  -4.370  -2.399
C  -2.751  -5.085  -3.515
O  0.065  -6.754  -0.250
C  0.794  -7.113  0.932
C  2.130  -6.388  1.165
H  3.172  -3.146  -0.510
H  2.522  -1.561  -0.505
H  2.377  -2.801  0.879
H  0.159  -2.619  -0.304
H  0.923  -2.877  -1.864
H  -2.716  -4.119  -1.581
H  -1.598  -3.411  -2.691
H  -2.147  -5.364  -4.377
H  -3.276  -5.973  -3.165
H  -3.508  -4.410  -3.933
H  0.079  -6.919  1.739
H  0.880  -8.200  0.943
H  2.636  -6.422  0.199
H  1.792  -5.376  1.381
H  2.762  -6.808  1.939
C  -11.617  3.252  -1.220
C  -10.936  4.147  -0.187
O  -9.771  3.569  0.405
P  -8.390  4.171  -0.068
O  -8.343  4.559  -1.484
O  -8.189  5.318  1.020
C  -7.131  6.274  0.871
C  -5.872  5.912  1.621
O  -7.338  3.037  0.375
C  -6.430  2.408  -0.551
C  -5.861  1.174  0.140
H  -12.453  3.770  -1.687
H  -10.876  3.056  -2.002
H  -11.887  2.247  -0.893
H  -10.816  5.101  -0.701
H  -11.611  4.332  0.651
H  -6.911  6.493  -0.173
H  -7.513  7.174  1.358
H  -5.356  5.080  1.137
H  -5.189  6.761  1.512
H  -5.970  5.780  2.697
H  -7.061  2.263  -1.428
H  -5.586  3.084  -0.714
H  -6.674  0.440  0.223
H  -4.987  0.707  -0.300
H  -5.709  1.303  1.215
C  -4.101  2.969  4.773
C  -3.605  2.083  3.622
O  -4.089  0.765  3.817
P  -3.300  -0.309  4.721
O  -1.880  -0.119  5.022
O  -3.692  -1.634  3.924
C  -3.050  -1.940  2.683
C  -3.933  -2.887  1.918
O  -4.243  -0.452  6.016
C  -5.661  -0.640  5.876
C  -6.329  -0.106  7.116
H  -5.152  2.777  5.012
H  -3.613  2.915  5.747
H  -4.152  4.008  4.434
H  -4.024  2.550  2.729
H  -2.523  2.105  3.479
H  -2.927  -0.958  2.208
H  -2.006  -2.252  2.764
H  -3.511  -3.318  1.009
H  -4.242  -3.772  2.481
H  -4.895  -2.485  1.591
H  -5.921  0.029  5.053
H  -5.979  -1.661  5.676
H  -7.418  -0.076  7.019
H  -6.058  -0.568  8.067
H  -6.139  0.951  7.339
C  0.237  0.959  -4.358
C  0.174  0.774  -5.869
O  0.647  1.842  -6.676
P  1.071  3.302  -6.147
O  1.729  3.443  -4.835
O  -0.283  4.153  -6.351
C  -0.968  4.050  -7.623
C  -2.355  3.448  -7.456
O  1.951  3.685  -7.405
C  2.373  5.033  -7.600
C  3.901  5.084  -7.696
H  1.278  1.096  -4.078
H  -0.350  1.833  -4.063
H  -0.190  0.210  -3.687
H  0.592  -0.194  -6.161
H  -0.852  0.565  -6.201
H  -0.988  5.096  -7.945
H  -0.321  3.614  -8.385
H  -2.337  2.364  -7.530
H  -2.833  3.747  -6.524
H  -3.010  3.911  -8.197
H  1.903  5.327  -8.539
H  2.095  5.688  -6.774
H  4.341  4.998  -6.700
H  4.347  4.323  -8.340
H  4.403  5.972  -8.092

---

[3]
# C41H101FN7O14S

A 7-piece molecular cluster, C41H101FN7O14S overall at a distorted geometry (ωB97M-V with the def2-TZVPD basis set, OMol25).

Computed properties:
Net charge: -1
Highest occupied orbital energy, eV: -2.94
Energy relative to the best compared isomer or geometry (same formula, charge and spin), kcal/mol: 14.88

Element x y z (Å)
C  0.275  8.728  -1.666
C  -0.821  9.827  -1.528
C  -1.512  9.651  -0.122
C  -2.747  8.741  -0.339
C  -3.791  9.269  -1.381
N  -3.808  10.713  -1.587
S  -0.079  11.470  -1.477
O  0.737  11.755  -2.685
O  0.690  11.776  -0.238
F  -1.345  12.547  -1.542
H  0.254  8.023  -0.810
H  0.036  8.124  -2.553
H  1.294  9.144  -1.741
H  -1.767  10.606  0.365
H  -0.810  9.134  0.566
H  -3.212  8.505  0.628
H  -2.353  7.782  -0.728
H  -3.590  8.768  -2.338
H  -4.798  8.975  -1.026
H  -3.249  10.982  -2.376
H  -3.556  11.228  -0.761
C  2.507  2.213  -2.283
O  3.192  2.603  -3.461
C  2.620  2.072  -4.652
C  1.999  3.180  -5.491
N  0.801  3.711  -4.851
C  0.284  4.936  -5.464
C  1.156  6.195  -5.418
O  1.344  6.721  -4.119
C  2.412  6.147  -3.389
H  3.098  2.544  -1.429
H  1.521  2.683  -2.222
H  2.400  1.125  -2.230
H  1.892  1.285  -4.434
H  3.438  1.621  -5.221
H  1.733  2.777  -6.473
H  2.761  3.956  -5.634
H  1.010  3.906  -3.881
H  -0.652  5.167  -4.949
H  0.025  4.723  -6.507
H  0.623  6.971  -5.974
H  2.118  6.065  -5.928
H  3.232  5.826  -4.036
H  2.058  5.307  -2.783
H  2.788  6.904  -2.701
C  2.035  -4.393  -0.150
O  2.674  -3.891  -1.312
C  2.154  -4.440  -2.518
C  1.411  -3.364  -3.289
N  0.173  -3.007  -2.602
C  -0.475  -1.804  -3.121
C  0.279  -0.481  -2.974
O  0.426  -0.055  -1.629
C  1.546  -0.606  -0.951
H  2.583  -4.030  0.718
H  1.011  -4.025  -0.083
H  2.041  -5.487  -0.133
H  1.520  -5.311  -2.334
H  3.011  -4.774  -3.111
H  1.174  -3.732  -4.292
H  2.086  -2.505  -3.390
H  0.374  -2.856  -1.621
H  -1.424  -1.704  -2.586
H  -0.723  -1.961  -4.175
H  -0.322  0.289  -3.464
H  1.246  -0.484  -3.490
H  2.384  -0.800  -1.625
H  1.266  -1.523  -0.424
H  1.870  0.112  -0.198
C  -2.360  -6.993  3.953
O  -3.129  -5.804  3.900
C  -3.073  -5.041  5.104
C  -2.329  -3.738  4.868
N  -0.906  -3.978  4.647
C  -0.178  -2.807  4.162
C  -0.564  -2.252  2.789
O  -0.255  -3.117  1.706
C  -1.246  -4.094  1.425
H  -2.580  -7.572  3.057
H  -1.288  -6.773  3.965
H  -2.623  -7.593  4.828
H  -2.630  -5.612  5.925
H  -4.104  -4.808  5.380
H  -2.453  -3.090  5.740
H  -2.793  -3.244  4.006
H  -0.802  -4.720  3.969
H  0.878  -3.089  4.122
H  -0.260  -2.007  4.905
H  0.036  -1.352  2.626
H  -1.609  -1.930  2.743
H  -2.253  -3.739  1.655
H  -1.041  -5.021  1.968
H  -1.198  -4.328  0.359
C  -0.035  2.423  0.733
O  -0.713  2.533  1.975
C  0.161  2.795  3.068
C  -0.062  4.202  3.599
N  0.411  5.184  2.632
C  0.032  6.568  2.918
C  -1.455  6.931  2.903
O  -2.060  6.841  1.627
C  -2.539  5.555  1.286
H  -0.750  2.084  -0.015
H  0.358  3.394  0.415
H  0.778  1.696  0.791
H  1.208  2.640  2.794
H  -0.088  2.076  3.855
H  0.485  4.325  4.539
H  -1.132  4.317  3.808
H  0.044  4.939  1.722
H  0.527  7.182  2.162
H  0.455  6.857  3.886
H  -1.524  7.984  3.190
H  -2.040  6.376  3.647
H  -2.879  4.992  2.160
H  -1.774  4.988  0.747
H  -3.384  5.684  0.606
C  -4.771  -4.603  -0.511
O  -4.437  -5.980  -0.462
C  -4.315  -6.490  0.864
C  -5.434  -7.475  1.161
N  -6.720  -6.795  1.274
C  -7.868  -7.698  1.308
C  -8.143  -8.550  0.066
O  -8.543  -7.804  -1.072
C  -7.480  -7.283  -1.852
H  -4.698  -4.279  -1.549
H  -5.796  -4.431  -0.168
H  -4.077  -4.007  0.088
H  -4.281  -5.690  1.608
H  -3.360  -7.023  0.907
H  -5.217  -7.990  2.102
H  -5.441  -8.220  0.355
H  -6.829  -6.169  0.487
H  -8.750  -7.077  1.485
H  -7.769  -8.358  2.176
H  -8.991  -9.198  0.303
H  -7.311  -9.218  -0.181
H  -6.596  -7.924  -1.829
H  -7.220  -6.273  -1.525
H  -7.827  -7.210  -2.884
C  7.709  -5.965  -0.219
O  7.008  -5.813  1.002
C  7.850  -5.499  2.108
C  7.589  -4.083  2.596
N  8.066  -3.096  1.632
C  7.626  -1.730  1.915
C  6.124  -1.440  1.850
O  5.572  -1.537  0.549
C  5.183  -2.846  0.156
H  7.006  -6.341  -0.962
H  8.104  -5.008  -0.573
H  8.525  -6.686  -0.117
H  8.907  -5.648  1.867
H  7.590  -6.197  2.909
H  8.106  -3.932  3.548
H  6.510  -3.988  2.772
H  7.737  -3.352  0.711
H  8.119  -1.084  1.184
H  8.004  -1.436  2.899
H  5.986  -0.397  2.150
H  5.548  -2.039  2.564
H  4.849  -3.453  1.001
H  6.005  -3.346  -0.366
H  4.360  -2.756  -0.553